Record 1
{"formula": "C21H31N11O6PSTl", "method": "ωB97M-V with the def2-TZVPD basis set", "symbols": ["Tl", "C", "N", "C", "C", "N", "C", "P", "C", "N", "C", "C", "N", "C", "C", "N", "C", "C", "N", "C", "H", "H", "H", "H", "H", "H", "H", "H", "H", "H", "H", "H", "H", "H", "H", "N", "N", "C", "O", "O", "H", "H", "H", "C", "C", "S", "O", "O", "C", "C", "N", "C", "N", "C", "C", "N", "O", "O", "C", "H", "H", "H", "H", "H", "H", "H", "H", "H", "H", "H", "H", "H"], "coordinates": [[-0.09438, 1.16457, -0.40593], [1.13597, 2.59867, 4.99970], [0.49640, 1.85914, 3.90016], [-0.39163, 0.83217, 4.07648], [-0.73955, 0.40400, 2.83330], [-0.06608, 1.15702, 1.90670], [0.67921, 2.03874, 2.57078], [1.82871, 3.28802, 1.88147], [2.74154, 2.21514, 0.71240], [2.20554, 1.47714, -0.25292], [3.22993, 0.84790, -0.90765], [4.40623, 1.22611, -0.33451], [4.08724, 2.08520, 0.68427], [5.05844, 2.73963, 1.57281], [0.70707, 4.09195, 0.69505], [-0.14941, 3.47501, -0.10875], [-0.74215, 4.42519, -0.89356], [-0.24500, 5.64336, -0.54025], [0.66271, 5.42472, 0.46276], [1.47435, 6.47244, 1.09615], [0.49300, 2.54206, 5.87250], [2.10263, 2.16136, 5.23848], [1.26154, 3.64012, 4.72417], [-0.70470, 0.50057, 5.05314], [-1.42302, -0.38474, 2.56155], [3.06212, 0.18941, -1.74434], [5.42521, 0.96184, -0.56529], [6.04447, 2.34748, 1.34806], [5.05994, 3.81392, 1.40908], [4.82493, 2.52544, 2.61181], [-1.46714, 4.17374, -1.65051], [-0.46233, 6.63133, -0.91035], [0.93101, 7.41014, 1.04384], [1.64939, 6.22734, 2.13870], [2.42472, 6.58188, 0.57923], [-2.43775, 0.43360, -0.48240], [-2.77957, 0.54857, -1.84114], [-1.81887, 0.84443, -2.82375], [-2.07831, 0.57903, -3.97192], [-0.71444, 1.43452, -2.41393], [-2.52181, -0.54056, -0.19391], [-3.08414, 0.99386, 0.06198], [-3.47218, -0.10962, -2.16424], [-4.77710, -5.23735, -0.46478], [-4.02053, -4.73820, -1.69179], [-2.43842, -4.05789, -1.22762], [-1.92421, -4.77893, -0.08777], [-2.55091, -2.61071, -1.14197], [-1.35967, -4.40964, -2.61311], [0.10574, -4.39278, -2.18227], [0.42060, -3.21941, -1.33614], [0.32635, -1.93308, -1.74402], [0.34585, -1.12056, -0.68953], [0.49621, -1.90609, 0.42919], [0.53698, -3.18970, 0.03634], [0.71714, -4.33092, 0.90165], [0.99826, -5.39441, 0.39059], [0.62556, -4.10385, 2.08920], [0.20778, -1.52580, -3.16979], [-5.72688, -5.65632, -0.79218], [-4.98373, -4.42895, 0.23546], [-4.21527, -6.00892, 0.05612], [-4.54111, -3.93347, -2.21219], [-3.81387, -5.54354, -2.39776], [-1.58429, -3.66169, -3.37119], [-1.61296, -5.39666, -2.99891], [0.74394, -4.37313, -3.06242], [0.34789, -5.27327, -1.60551], [0.56329, -1.52187, 1.43296], [0.75707, -2.20971, -3.81614], [0.59105, -0.51806, -3.30683], [-0.83457, -1.49696, -3.48885]], "forces_ev_per_a": [[-0.1353, -0.1154, -0.1753], [-0.0485, -0.1187, -0.1030], [0.0319, 0.1037, 0.1606], [0.0710, 0.1310, 0.0243], [-0.0275, 0.0030, -0.1540], [-0.0348, -0.0858, -0.0640], [0.0180, -0.0907, 0.1649], [0.0553, -0.0149, 0.0284], [0.0190, 0.0652, -0.0377], [-0.0015, -0.1834, -0.0156], [-0.1735, 0.0576, -0.0235], [0.0078, 0.0848, 0.1168], [0.1448, 0.0354, 0.0993], [-0.1039, -0.0522, -0.1022], [-0.0251, 0.1509, 0.0280], [-0.0232, -0.0713, -0.1825], [-0.0185, -0.1452, 0.0408], [0.0845, 0.0378, 0.1169], [0.0820, 0.1492, 0.0073], [-0.0911, -0.1161, -0.0810], [-0.0308, -0.0118, -0.0094], [0.0090, -0.0244, -0.0212], [-0.0040, 0.0342, -0.0342], [0.0413, 0.0374, -0.0431], [0.0445, 0.0304, -0.0125], [0.0015, 0.0262, 0.0591], [-0.0470, 0.0345, 0.0321], [0.0155, -0.0260, -0.0246], [-0.0203, 0.0222, -0.0260], [-0.0283, -0.0226, 0.0161], [0.0424, -0.0005, 0.0314], [0.0264, -0.0229, 0.0298], [-0.0402, 0.0140, -0.0042], [-0.0058, -0.0367, 0.0382], [0.0123, -0.0201, -0.0357], [0.0936, 0.0432, 0.1095], [-0.0090, 0.0331, -0.1278], [0.1515, 0.1128, 0.0674], [0.0355, 0.0423, 0.0625], [-0.1945, -0.0956, -0.1111], [0.0598, -0.1354, -0.0251], [-0.0420, 0.0294, 0.0967], [-0.0497, -0.0514, -0.0312], [-0.0207, 0.0438, -0.0447], [-0.0222, 0.0448, 0.0352], [-0.1192, -0.3110, 0.1370], [-0.0161, 0.1742, -0.1524], [0.0204, 0.2038, 0.1288], [0.0332, 0.1243, -0.0319], [0.0170, 0.1908, 0.0096], [0.0258, -0.1078, -0.2387], [-0.1863, -0.0393, -0.0078], [0.3847, 0.0134, 0.1486], [-0.1229, 0.3177, 0.0476], [-0.1380, -0.2834, 0.0281], [0.2327, -0.1038, 0.0603], [-0.0207, 0.1002, 0.1552], [-0.0698, -0.0266, -0.1654], [-0.0051, -0.0536, 0.1201], [-0.0096, 0.0116, 0.0102], [0.0027, 0.0070, -0.0226], [0.0089, 0.0033, -0.0264], [-0.0031, -0.0660, -0.0277], [-0.0587, -0.0285, 0.0494], [-0.0261, -0.0290, -0.0793], [0.0676, -0.0020, 0.0184], [0.0468, 0.0339, -0.0160], [0.0144, -0.0432, 0.0572], [0.0625, -0.0029, -0.0698], [-0.0130, 0.0234, 0.0152], [0.0413, 0.0160, 0.0012], [-0.0196, -0.0484, -0.0249]], "energy_ha": -2784.06104, "largest_force_ev_per_a": 0.41, "e_lumo_ev": -5.3, "homo_lumo_gap_ev": 9.22, "total_charge": 2, "spin_multiplicity": 1}

=====

Record 2
{"formula": "C21H31N2O2", "method": "ωB97M-V with the def2-TZVPD basis set", "symbols": ["C", "O", "C", "O", "C", "C", "C", "C", "N", "C", "C", "C", "C", "C", "C", "H", "H", "H", "H", "H", "H", "H", "H", "H", "H", "H", "H", "H", "H", "H", "H", "H", "H", "H", "C", "N", "C", "C", "C", "C", "C", "C", "C", "C", "H", "H", "H", "H", "H", "H", "H", "H", "H", "H", "H", "H"], "coordinates": [[2.35131, 0.07097, 2.21596], [1.95709, -0.76676, 1.11941], [0.95590, -1.62978, 1.41153], [0.42816, -1.68267, 2.50824], [0.54925, -2.48465, 0.20470], [1.32128, -3.81231, 0.08014], [0.36284, -4.87908, 0.59945], [-1.04500, -4.28908, 0.46772], [-0.83431, -2.86594, 0.32753], [-1.81847, -1.94262, 0.19572], [-1.52895, -0.58683, 0.13839], [-2.55672, 0.46409, 0.34113], [-3.99394, -0.07455, 0.53833], [-4.27409, -1.39130, -0.17122], [-3.23178, -2.48174, 0.10355], [3.26879, 0.55411, 1.88482], [1.58083, 0.82392, 2.41316], [2.51955, -0.53258, 3.11215], [0.75188, -1.87141, -0.69324], [1.47335, -3.95949, -0.99655], [2.29432, -3.77979, 0.57773], [0.45755, -5.80981, 0.04235], [0.58066, -5.09515, 1.64930], [-1.57044, -4.70233, -0.40392], [-1.64974, -4.54273, 1.34789], [-0.51045, -0.24242, -0.04939], [-2.31763, 1.06400, 1.24118], [-2.49720, 1.16609, -0.51347], [-4.18991, -0.21857, 1.60729], [-4.69980, 0.68460, 0.19213], [-5.25422, -1.75329, 0.14878], [-4.32065, -1.20486, -1.24752], [-3.33946, -3.25156, -0.68454], [-3.51567, -2.99584, 1.04193], [0.42224, 1.39517, -3.51521], [0.53612, 2.15976, -2.26738], [0.58114, 3.61388, -2.45091], [0.94565, 1.61153, -1.12631], [1.60869, 2.46622, -0.13994], [0.84138, 3.33353, 0.67636], [1.48178, 4.25731, 1.48738], [2.88351, 4.29540, 1.52641], [3.64658, 3.48534, 0.68003], [3.01800, 2.58667, -0.16369], [-0.25921, 1.94182, -4.17679], [1.40417, 1.31549, -4.01333], [0.05373, 0.38307, -3.31590], [0.18641, 3.81888, -3.44769], [-0.00914, 4.13018, -1.68305], [1.61896, 3.99172, -2.41411], [1.01504, 0.51881, -1.09994], [-0.25050, 3.26746, 0.60335], [0.86757, 4.95197, 2.06479], [3.37539, 4.95750, 2.23216], [4.73572, 3.55893, 0.65663], [3.59244, 1.97872, -0.86351]], "forces_ev_per_a": [[0.1665, 0.0517, 0.1299], [-0.2736, -0.2089, -0.1622], [-0.8561, -0.0048, 1.4728], [0.9174, -0.0680, -1.4711], [0.0497, 0.1819, 0.3856], [-0.1614, 0.2801, -0.6028], [0.0907, -0.1459, 0.5342], [-0.1077, -0.5988, -0.1949], [0.8062, -0.1657, -0.5442], [-0.0279, 1.8405, -0.1769], [-0.4175, -1.9659, -0.2068], [-0.4360, 0.5562, -0.1945], [0.2559, 0.1175, 0.1842], [0.1621, 0.1459, -0.2813], [-0.4990, 0.0789, 0.6672], [-0.0483, -0.0295, 0.1340], [0.0925, -0.1866, 0.0303], [-0.0302, 0.1796, -0.1677], [-0.2530, -0.1054, 0.1620], [0.2279, -0.0741, 0.2539], [-0.1773, -0.1042, -0.0835], [0.0251, 0.0069, 0.0699], [-0.0743, 0.0126, -0.1175], [0.1029, 0.0381, 0.0430], [0.0870, 0.2296, -0.1267], [-0.2265, -0.2561, 0.5366], [0.0545, -0.1534, -0.3397], [-0.3443, -0.0237, 0.2130], [0.1643, 0.0813, -0.0665], [-0.0280, -0.0819, 0.1006], [0.0320, -0.0031, -0.2051], [-0.0330, -0.0623, -0.0300], [0.4353, 0.3222, 0.3072], [0.3078, 0.1652, -0.2475], [-0.4783, -0.4833, -0.2845], [1.4615, -0.9405, 2.0918], [0.0507, 0.7137, -0.1886], [0.3108, 0.7259, -2.8969], [-0.1996, 1.2149, 1.0585], [0.2633, -0.6806, -0.7497], [0.1386, -0.0656, 0.0463], [-0.2464, -0.0778, -0.0203], [-0.0942, 0.2417, 0.2475], [-0.9046, -0.5891, -0.3583], [0.0967, -0.4241, 0.1745], [-0.3055, 0.2233, 0.3739], [-0.0053, 0.2720, 0.0062], [-0.0469, 0.1162, 0.3022], [0.1966, -0.2350, -0.3659], [-0.3979, -0.3232, 0.1052], [-0.1607, 0.3010, 0.0287], [0.4044, 0.1131, 0.2680], [0.3821, -0.2710, 0.0022], [-0.0312, 0.0365, -0.2290], [-0.3713, 0.0044, 0.1232], [-0.0465, 0.0776, 0.2597]], "energy_ha": -1078.51643, "de_lowest_kj_mol": 315.3, "largest_force_ev_per_a": 3.00, "e_lumo_ev": -4.4, "homo_lumo_gap_ev": 5.27, "total_charge": 1, "spin_multiplicity": 1}

=====

Record 3
{"formula": "C21H31N3O", "method": "ωB97M-V with the def2-TZVPD basis set", "symbols": ["C", "H", "H", "H", "C", "N", "C", "C", "C", "C", "C", "C", "C", "C", "C", "H", "H", "H", "C", "H", "H", "H", "H", "C", "O", "N", "H", "C", "H", "H", "C", "N", "C", "C", "H", "C", "H", "H", "C", "C", "H", "H", "C", "H", "H", "H", "H", "H", "H", "H", "H", "H", "H", "H", "H", "H"], "coordinates": [[6.45989, -0.94714, 0.75976], [7.26961, -1.25807, 1.41463], [5.92329, -1.82950, 0.41991], [6.88419, -0.45021, -0.10946], [5.51002, -0.00829, 1.50422], [4.41229, 0.40724, 0.67277], [3.28316, -0.32754, 0.45278], [2.87598, -1.54932, 0.97774], [1.66424, -2.05142, 0.56430], [0.84556, -1.36266, -0.34610], [1.25474, -0.15115, -0.87773], [2.48194, 0.37262, -0.48292], [3.19655, 1.55994, -0.83035], [4.36260, 1.54199, -0.11417], [5.46815, 2.53900, -0.08447], [6.42318, 2.07516, -0.33023], [5.55390, 2.99602, 0.90251], [5.27532, 3.32762, -0.80542], [2.70771, 2.59080, -1.79137], [2.38938, 2.11654, -2.71892], [3.48290, 3.31612, -2.02375], [1.85158, 3.12419, -1.37636], [0.65896, 0.37278, -1.61065], [-0.44140, -2.01210, -0.71742], [-0.60798, -3.21848, -0.66424], [-1.41254, -1.16364, -1.14302], [-1.31468, -0.17366, -0.97931], [-2.76630, -1.60038, -1.37497], [-2.76128, -2.69216, -1.37995], [-3.09808, -1.23702, -2.35295], [-3.69245, -1.07438, -0.26674], [-3.57991, 0.36753, -0.16703], [-3.42007, 0.91118, 1.15987], [-4.49691, 0.58511, 2.21576], [-4.41321, 1.34024, 3.00080], [-5.93746, 0.54656, 1.69811], [-6.14435, -0.43672, 1.26998], [-6.60224, 0.66381, 2.55751], [-6.27327, 1.61080, 0.65181], [-5.92345, 1.16548, -0.76728], [-6.38329, 1.84853, -1.48556], [-6.35058, 0.17516, -0.94214], [-4.41483, 1.13778, -1.05850], [-4.03790, 2.16618, -1.04187], [-4.26644, 0.75025, -2.07093], [-5.76207, 2.54584, 0.88876], [-7.34793, 1.80714, 0.68828], [-4.27646, -0.38105, 2.67494], [-3.34872, 1.99585, 1.04537], [-2.45508, 0.56334, 1.55021], [-3.37224, -1.51454, 0.67907], [-4.71765, -1.41125, -0.46981], [1.31024, -3.00233, 0.93227], [3.48657, -2.09543, 1.68133], [6.05094, 0.87615, 1.84822], [5.10116, -0.51840, 2.38157]], "forces_ev_per_a": [[-0.1311, 0.1508, 0.1710], [0.1158, -0.0712, 0.0398], [-0.0169, -0.0924, -0.0435], [0.0513, 0.0333, -0.0838], [0.3525, -0.2889, -0.0088], [-0.1146, 0.0842, 0.0799], [-0.5057, 0.0555, -0.2929], [0.0846, -0.0290, 0.0705], [-0.1053, -0.0383, -0.0367], [0.2405, -0.0367, 0.0934], [0.0650, -0.1070, 0.1294], [0.2928, -0.1817, 0.3092], [0.2531, 0.1219, -0.0041], [-0.2034, 0.2649, -0.2898], [-0.0970, -0.1025, 0.0510], [0.1074, 0.0335, -0.0070], [0.0689, 0.0614, 0.0249], [0.0234, 0.0406, -0.0209], [0.0545, -0.0956, 0.1709], [-0.0246, 0.0550, -0.1173], [-0.0056, 0.0889, -0.0778], [-0.0619, 0.0957, -0.0616], [-0.0911, 0.0381, -0.0890], [-0.1228, 0.1180, -0.2143], [0.0383, -0.2102, 0.1569], [-0.1284, 0.2374, -0.0604], [0.0689, -0.0689, 0.0871], [-0.2202, -0.1536, 0.1469], [-0.0493, 0.1184, -0.0912], [-0.0528, -0.0869, 0.0489], [0.2588, -0.0930, -0.3738], [0.0135, -0.0485, 0.0135], [0.0449, -0.0260, 0.3590], [0.0155, -0.0668, -0.2338], [0.0362, -0.0283, 0.0781], [0.0899, 0.1953, 0.1066], [-0.0619, -0.0409, 0.0100], [-0.0197, -0.0953, -0.0238], [-0.1528, -0.2957, -0.0984], [0.2917, 0.1542, 0.0795], [-0.0255, -0.0462, -0.0881], [-0.0813, -0.0201, -0.0358], [-0.2805, 0.0286, -0.1595], [-0.0177, -0.0181, -0.0848], [0.0167, 0.1124, -0.0444], [-0.0231, 0.1479, 0.0244], [0.0409, 0.0874, 0.0221], [0.0483, 0.0276, 0.0901], [0.0565, -0.0096, 0.0244], [-0.0384, 0.1300, 0.0303], [-0.0421, -0.0437, 0.0133], [-0.0129, -0.0105, 0.0953], [-0.0175, -0.0786, 0.0204], [0.0514, -0.0726, 0.0721], [-0.1224, -0.0718, 0.0412], [0.0451, 0.1477, -0.0185]], "energy_ha": -1058.35103, "de_lowest_kj_mol": 40.8, "largest_force_ev_per_a": 0.59, "e_lumo_ev": 0.7, "homo_lumo_gap_ev": 8.40, "smiles": "CCn1c(C)c(C)c2cc(C(=O)NCCN3CCCCCC3)ccc21", "spin_multiplicity": 1}